(1)
DFT (the ωB97M-V functional and the def2-TZVPD basis) results for a cluster of 4 separate species, C36H47IN6O5S in total.

Summary:
Structure (SMILES)   CC[C@@H](I)c1c(OC(=O)c2ccccc2)c(N=C(C)C)c2nsnc2c1Cc1ccccc1C.CNC(C)=O.CNC(C)=O.CNC(C)=O
LUMO energy   -1.515 eV
HOMO-LUMO gap   6.20 eV
ΔE to the lowest compared entry with this formula, charge and spin   25.362 eV
Maximum force   9.2 eV Å⁻¹
E   -76177.7994 eV

Last column: Löwdin charge in e.
Geometry (Å):
1 C 1.349 0.846 -2.012  -0.1838
2 C 0.154 1.503 -1.104  -0.2766
3 C -1.201 1.918 -1.929  -0.6527
4 I -0.782 2.654 -3.992  0.7775
5 C -2.396 0.786 -1.884  -0.0494
6 C -2.389 -0.620 -2.791  -0.0446
7 O -1.251 -0.799 -3.704  -0.1038
8 C -0.548 -2.073 -3.490  -0.2339
9 O -0.721 -3.051 -4.423  -0.0111
10 C 0.482 -2.431 -2.264  -0.0789
11 C 0.132 -2.448 -0.663  -0.0245
12 C 1.295 -2.856 0.468  -0.0377
13 C 2.811 -3.217 -0.042  -0.0464
14 C 3.207 -3.200 -1.633  -0.0595
15 C 2.050 -2.791 -2.721  -0.0046
16 C -3.629 -1.738 -2.689  -0.0479
17 N -3.661 -3.019 -3.548  0.0665
18 C -3.646 -4.126 -2.726  -0.2960
19 C -2.742 -4.319 -1.372  -0.0625
20 C -4.668 -5.367 -3.132  -0.0779
21 C -4.946 -1.544 -1.693  -0.1841
22 N -6.166 -2.465 -1.521  -0.2539
23 S -7.095 -1.524 -0.353  0.8555
24 N -6.206 -0.043 0.032  -0.2664
25 C -4.955 -0.162 -0.812  -0.2138
26 C -3.737 0.970 -0.901  -0.0520
27 C -3.977 2.319 0.051  -0.1438
28 C -4.731 3.428 -0.948  -0.0955
29 C -5.782 2.990 -2.158  -0.0158
30 C -6.500 4.099 -3.181  -0.0771
31 C -6.205 5.715 -3.071  -0.0794
32 C -5.184 6.182 -1.840  -0.0275
33 C -4.470 5.075 -0.817  -0.1408
34 C -3.481 5.704 0.338  -0.1269
35 H 2.268 1.589 -2.183  0.0915
36 H 1.807 -0.045 -1.363  0.0681
37 H 0.992 0.347 -3.016  0.0421
38 H -0.142 0.860 -0.149  0.1201
39 H 0.595 2.519 -0.659  0.1161
40 H -1.645 2.876 -1.371  0.0704
41 H -0.951 -2.199 -0.295  0.0786
42 H 1.075 -2.902 1.627  0.0907
43 H 3.613 -3.535 0.765  0.0627
44 H 4.325 -3.479 -1.939  0.0879
45 H 2.312 -2.770 -3.885  0.1094
46 H -2.954 -3.467 -0.596  0.0751
47 H -2.956 -5.345 -0.802  0.0963
48 H -1.612 -4.368 -1.729  0.0881
49 H -4.107 -6.396 -3.067  0.0778
50 H -5.519 -5.355 -2.298  0.0889
51 H -5.196 -5.189 -4.188  0.0969
52 H -4.711 2.089 0.943  0.1153
53 H -2.937 2.770 0.428  0.1107
54 H -6.068 1.864 -2.374  0.0783
55 H -7.233 3.767 -4.063  0.0831
56 H -6.714 6.449 -3.827  0.0785
57 H -4.991 7.345 -1.734  0.0916
58 H -3.550 6.872 0.298  0.0812
59 H -3.756 5.287 1.417  0.0888
60 H -2.389 5.342 0.113  0.0715
61 C 8.631 -3.273 3.172  -0.0849
62 N 7.188 -3.242 3.188  0.0043
63 C 6.329 -3.357 2.136  -0.5353
64 C 6.915 -3.541 0.763  -0.0042
65 O 5.117 -3.308 2.328  -0.0009
66 H 8.960 -4.097 3.810  0.0809
67 H 8.995 -2.330 3.587  0.0769
68 H 9.034 -3.407 2.167  0.0796
69 H 6.719 -3.120 4.079  0.1447
70 H 6.107 -3.617 0.030  0.0645
71 H 7.537 -2.681 0.503  0.0905
72 H 7.501 -4.463 0.727  0.0885
73 C 13.140 -5.280 5.823  -0.0818
74 N 12.196 -4.230 5.523  -0.0012
75 C 12.295 -3.250 4.581  -0.5423
76 C 13.528 -3.219 3.721  -0.0122
77 O 11.391 -2.427 4.457  0.0135
78 H 12.636 -6.239 5.684  0.0839
79 H 13.438 -5.180 6.870  0.0845
80 H 14.026 -5.239 5.188  0.0769
81 H 11.339 -4.185 6.063  0.1432
82 H 13.461 -2.383 3.019  0.0874
83 H 14.415 -3.077 4.343  0.0866
84 H 13.607 -4.146 3.146  0.0860
85 C -9.353 6.803 2.272  -0.0845
86 N -8.287 7.667 1.825  -0.0037
87 C -7.922 7.967 0.547  -0.5500
88 C -8.702 7.340 -0.576  -0.0180
89 O -6.981 8.730 0.342  0.0087
90 H -10.034 7.395 2.888  0.0817
91 H -8.914 6.010 2.882  0.0826
92 H -9.905 6.359 1.442  0.0766
93 H -7.715 8.127 2.526  0.1420
94 H -8.293 7.674 -1.534  0.0763
95 H -8.619 6.252 -0.526  0.0854
96 H -9.749 7.648 -0.521  0.0835


(2)
DFT (the ωB97M-V functional and the def2-TZVPD basis) results for a structure of composition C36H47N12O3STi.

Summary:
LUMO energy   -3.601 eV
HOMO-LUMO gap   6.44 eV
ΔE to the lowest compared entry with this formula, charge and spin   0.558 eV
Total charge   +1
Maximum force   0.4 eV Å⁻¹
E   -96068.1619 eV

Last column: Löwdin charge in e.
Geometry (Å):
1 Ti -1.510 -0.276 1.653  0.9502
2 O 2.384 1.731 1.556  0.0728
3 C 2.047 2.814 2.282  -0.2551
4 C 3.061 3.755 2.480  -0.0144
5 C 2.819 4.911 3.186  -0.0628
6 C 1.555 5.164 3.725  -0.0783
7 C 0.558 4.234 3.555  -0.0267
8 C 0.778 3.046 2.839  -0.0903
9 C -0.328 2.096 2.705  -0.3728
10 O -0.113 0.958 2.052  -0.2468
11 N -1.496 2.335 3.209  0.1020
12 N -2.329 1.255 2.940  -0.0773
13 C -3.494 1.306 3.490  -0.0144
14 C -4.496 0.287 3.329  -0.1370
15 C -5.803 0.512 3.783  -0.0215
16 C -6.772 -0.454 3.635  -0.0671
17 C -6.440 -1.675 3.043  -0.0483
18 C -5.154 -1.930 2.607  0.0102
19 C -4.177 -0.949 2.747  -0.2800
20 O -2.923 -1.201 2.351  -0.1847
21 H 1.597 1.181 1.410  0.0715
22 H 4.036 3.542 2.063  0.1198
23 H 3.619 5.626 3.327  0.1108
24 H 1.367 6.071 4.282  0.1047
25 H -0.424 4.396 3.977  0.1116
26 H -3.721 2.176 4.102  0.1469
27 H -6.039 1.462 4.247  0.1206
28 H -7.780 -0.274 3.980  0.1103
29 H -7.197 -2.439 2.932  0.1143
30 H -4.878 -2.879 2.168  0.1259
31 C 1.010 -6.304 0.222  -0.0747
32 C -0.269 -5.555 0.553  -0.2198
33 N 0.019 -4.362 1.341  0.0046
34 C -0.444 -3.137 1.083  -0.7191
35 S 0.164 -1.848 2.116  0.7802
36 N -1.247 -2.935 0.072  0.0405
37 N -1.595 -1.625 -0.056  -0.0735
38 C -2.129 -1.244 -1.160  -0.2390
39 C -2.347 -2.126 -2.336  -0.0059
40 C -2.515 0.174 -1.175  -0.1903
41 C -2.952 0.820 -2.315  0.0193
42 C -3.328 2.152 -2.236  -0.0059
43 C -3.259 2.796 -1.016  -0.0268
44 C -2.789 2.095 0.079  -0.0961
45 N -2.422 0.813 0.012  0.0594
46 H 0.780 -7.211 -0.337  0.0812
47 H 1.539 -6.602 1.130  0.0779
48 H 1.671 -5.676 -0.376  0.0517
49 H -0.959 -6.193 1.110  0.1205
50 H -0.777 -5.227 -0.350  0.0921
51 H 0.621 -4.457 2.142  0.1244
52 H -2.433 -3.157 -2.006  0.0781
53 H -1.479 -2.051 -2.996  0.0887
54 H -3.245 -1.841 -2.881  0.0853
55 H -2.990 0.288 -3.253  0.1217
56 H -3.673 2.676 -3.117  0.1246
57 H -3.549 3.831 -0.902  0.1222
58 H -2.698 2.582 1.039  0.1071
59 C 0.462 -4.363 -2.887  -0.0567
60 N 1.747 -3.979 -2.368  -0.1204
61 C 2.959 -4.650 -2.795  -0.1361
62 C 3.994 -3.888 -1.973  -0.1264
63 N 3.398 -2.558 -1.822  -0.0851
64 C 4.121 -1.436 -2.401  -0.0501
65 C 2.021 -2.664 -2.043  -0.3657
66 N 1.107 -1.778 -1.950  0.1151
67 C 1.357 -0.535 -1.243  -0.2361
68 C 0.995 0.702 -2.065  -0.2158
69 N 0.720 1.865 -1.238  0.1116
70 C 1.515 2.867 -1.184  -0.3688
71 N 2.768 3.082 -1.752  -0.0718
72 C 3.755 2.022 -1.863  -0.0519
73 C 3.285 4.374 -1.305  -0.1339
74 C 2.025 5.116 -0.910  -0.1314
75 N 1.178 4.019 -0.486  -0.1070
76 C -0.196 4.301 -0.181  -0.0503
77 H 0.363 -5.448 -2.833  0.0893
78 H -0.309 -3.898 -2.277  0.0376
79 H 0.323 -4.051 -3.930  0.0965
80 H 3.126 -4.539 -3.876  0.1263
81 H 2.927 -5.713 -2.556  0.1182
82 H 4.967 -3.822 -2.453  0.1178
83 H 4.122 -4.357 -0.994  0.1174
84 H 4.713 -1.759 -3.263  0.0934
85 H 4.794 -0.976 -1.675  0.0923
86 H 3.416 -0.687 -2.748  0.0589
87 H 2.373 -0.453 -0.842  0.0960
88 H 0.702 -0.548 -0.365  0.0529
89 H 0.073 0.460 -2.606  0.0956
90 H 1.749 0.883 -2.839  0.0955
91 H 3.572 1.237 -1.130  0.0728
92 H 4.739 2.442 -1.657  0.0937
93 H 3.785 1.591 -2.863  0.0798
94 H 3.849 4.867 -2.095  0.1256
95 H 3.936 4.238 -0.432  0.1134
96 H 1.588 5.645 -1.768  0.1269
97 H 2.185 5.827 -0.100  0.1225
98 H -0.772 4.578 -1.075  0.0938
99 H -0.240 5.115 0.543  0.0974
100 H -0.644 3.415 0.255  0.0452


(3)
DFT (the ωB97M-V functional and the def2-TZVPD basis) results for a structure of composition C36H47N7O3PtS3Si.

Summary:
LUMO energy (alpha / beta)   -4.394 / -7.875 eV
HOMO-LUMO gap (alpha / beta)   7.86 / 5.25 eV
ΔE to the lowest compared entry with this formula, charge and spin   0.000 eV
Total charge   +2
2S+1   5
Maximum force   0.2 eV Å⁻¹
E   -98284.5704 eV

Last column: Mulliken spin population.
Geometry (Å):
1 Pt 0.644 -0.509 1.377  1.2470
2 C 2.163 -2.081 -5.966  -0.0007
3 C 1.683 -2.376 -4.576  0.0151
4 C 2.342 -3.330 -3.793  0.0036
5 C 1.908 -3.618 -2.517  0.0148
6 C 0.806 -2.933 -2.007  -0.0056
7 C 0.135 -1.979 -2.758  -0.0024
8 C 0.578 -1.715 -4.043  -0.0062
9 S 0.247 -3.312 -0.404  0.0097
10 O -1.056 -2.761 -0.196  0.0080
11 O 0.523 -4.676 -0.067  0.0049
12 N 1.248 -2.342 0.571  0.4451
13 C 2.440 -2.682 1.085  0.0136
14 C 3.130 -3.908 0.951  0.1852
15 C 4.324 -4.058 1.630  -0.0639
16 C 4.800 -3.019 2.412  0.2160
17 C 4.058 -1.825 2.483  0.0172
18 N 2.930 -1.654 1.842  0.1656
19 H 2.346 -3.002 -6.520  0.0010
20 H 3.106 -1.532 -5.931  0.0016
21 H 1.442 -1.484 -6.520  0.0000
22 H 3.187 -3.867 -4.205  0.0001
23 H 2.395 -4.390 -1.937  0.0018
24 H -0.719 -1.468 -2.340  0.0056
25 H 0.048 -0.993 -4.652  -0.0003
26 H 2.706 -4.713 0.372  0.0193
27 H 4.871 -4.989 1.560  0.0007
28 H 5.722 -3.112 2.970  0.0058
29 H 4.408 -0.996 3.088  0.0068
30 C -4.674 1.934 1.255  0.0205
31 Si -3.450 3.203 0.630  0.0098
32 C -3.152 3.061 -1.208  0.0115
33 C -3.996 4.919 1.101  -0.0001
34 C -1.781 2.893 1.515  0.0180
35 C -1.177 3.858 2.332  -0.0338
36 C 0.032 3.616 2.959  0.0867
37 C 0.667 2.394 2.766  -0.0027
38 N 0.123 1.463 2.002  0.1230
39 C -1.073 1.697 1.403  0.0296
40 S -1.563 0.278 0.525  0.9409
41 H -5.664 2.151 0.848  0.0008
42 H -4.754 1.963 2.344  0.0007
43 H -4.410 0.921 0.945  -0.0100
44 H -4.082 3.214 -1.760  0.0001
45 H -2.757 2.080 -1.481  -0.0056
46 H -2.437 3.814 -1.545  0.0002
47 H -4.970 5.121 0.648  0.0003
48 H -3.308 5.689 0.746  0.0001
49 H -4.118 5.036 2.180  0.0002
50 H -1.664 4.814 2.478  0.0002
51 H 0.493 4.363 3.590  0.0027
52 H 1.622 2.162 3.216  0.0037
53 C -2.422 -5.594 1.505  0.0041
54 C -2.276 -5.011 2.900  -0.0032
55 N -1.286 -3.927 3.000  0.0211
56 C -1.423 -2.612 3.028  0.0278
57 S -0.009 -1.678 3.482  0.2728
58 N -2.544 -1.942 2.787  0.0235
59 C -3.871 -2.378 2.339  0.0087
60 C -4.868 -2.495 3.481  0.0012
61 H -3.163 -6.393 1.530  0.0002
62 H -1.478 -6.012 1.157  -0.0008
63 H -2.733 -4.847 0.776  -0.0003
64 H -1.928 -5.783 3.586  -0.0002
65 H -3.223 -4.658 3.300  -0.0003
66 H -0.336 -4.220 3.173  -0.0014
67 H -2.451 -0.958 2.984  -0.0173
68 H -3.772 -3.300 1.777  -0.0007
69 H -4.213 -1.623 1.630  0.0015
70 H -4.559 -3.234 4.221  -0.0001
71 H -5.843 -2.785 3.093  0.0003
72 H -4.980 -1.539 3.994  0.0000
73 C 2.706 4.089 -3.220  0.0002
74 N 1.501 3.409 -2.766  0.0163
75 N 1.593 2.457 -1.763  0.0130
76 C 0.570 1.540 -1.904  0.0153
77 O 0.362 0.619 -1.079  0.0809
78 C -0.129 1.922 -3.082  0.0357
79 C 0.486 3.034 -3.586  -0.0048
80 C 0.211 3.779 -4.844  0.0002
81 C 2.343 2.697 -0.582  -0.0158
82 C 3.105 1.670 -0.044  0.0214
83 C 3.847 1.910 1.104  -0.0104
84 C 3.844 3.168 1.694  -0.0013
85 C 3.072 4.186 1.151  0.0004
86 C 2.305 3.949 0.019  0.0068
87 H 3.325 4.338 -2.364  0.0000
88 H 2.417 5.014 -3.713  0.0002
89 H 3.279 3.467 -3.910  0.0004
90 H -0.998 1.431 -3.483  -0.0002
91 H -0.680 3.381 -5.321  0.0000
92 H 1.044 3.688 -5.543  -0.0003
93 H 0.053 4.840 -4.646  -0.0001
94 H 3.123 0.706 -0.535  -0.0083
95 H 4.461 1.121 1.516  0.0071
96 H 4.453 3.359 2.568  -0.0002
97 H 3.070 5.168 1.606  0.0009
98 H 1.693 4.733 -0.411  -0.0003


(4)
DFT (the ωB97M-V functional and the def2-TZVPD basis) results for a structure of composition C36H48AlCl3N4P2Si.

Summary:
LUMO energy   0.083 eV
HOMO-LUMO gap   5.05 eV
ΔE to the lowest compared entry with this formula, charge and spin   30.242 eV
Maximum force   11.6 eV Å⁻¹
E   -114668.1144 eV

Last column: Löwdin charge in e.
Geometry (Å):
1 Al 0.502 0.022 0.466  -0.0274
2 C 2.908 -2.835 3.006  -0.1002
3 C 1.555 -3.286 2.441  -0.4952
4 C 1.404 -4.804 2.528  -0.0985
5 P 1.260 -2.374 0.835  1.1246
6 C 2.559 -2.876 -0.400  -0.4967
7 C 3.157 -4.278 -0.341  -0.0978
8 C 1.970 -2.590 -1.786  -0.1044
9 C -0.288 -3.078 0.180  -0.2809
10 C -0.473 -4.461 0.052  -0.0758
11 C -1.679 -5.032 -0.305  -0.2839
12 C -1.821 -6.525 -0.452  -0.0528
13 C -2.755 -4.167 -0.493  -0.0356
14 C -2.591 -2.802 -0.443  -0.0374
15 C -1.338 -2.196 -0.193  -0.2911
16 N -1.169 -0.805 -0.330  -0.0057
17 C -2.135 -0.223 -1.277  -0.2718
18 C -2.325 -0.867 -2.502  -0.0403
19 C -3.257 -0.441 -3.431  -0.0290
20 C -4.051 0.681 -3.215  -0.2781
21 C -5.064 1.128 -4.235  -0.0529
22 C -3.836 1.398 -2.049  -0.0592
23 C -2.909 0.981 -1.097  -0.3341
24 P -2.628 1.877 0.390  0.8739
25 C -2.489 4.476 1.159  -0.3024
26 C -3.241 5.653 1.628  -0.1277
27 C -1.223 3.795 -0.586  -0.4482
28 C -3.381 0.956 1.876  -0.4620
29 C -3.076 1.696 3.200  -0.0954
30 C -4.867 0.751 1.583  -0.1239
31 H 3.055 -3.252 4.004  0.0806
32 H 2.948 -1.749 3.083  0.0485
33 H 3.740 -3.157 2.378  0.0730
34 H 0.786 -2.861 3.084  0.0634
35 H 2.055 -5.334 1.836  0.0615
36 H 0.375 -5.110 2.351  0.0665
37 H 1.671 -5.118 3.540  0.0821
38 H 3.364 -2.157 -0.217  0.0913
39 H 2.405 -5.052 -0.495  0.0666
40 H 3.664 -4.460 0.605  0.0582
41 H 3.901 -4.374 -1.135  0.0855
42 H 1.285 -3.385 -2.082  0.0813
43 H 2.766 -2.522 -2.529  0.0892
44 H 1.419 -1.645 -1.790  0.0534
45 H 0.372 -5.115 0.215  0.0834
46 H -1.013 -7.041 0.066  0.0724
47 H -1.784 -6.817 -1.504  0.0795
48 H -2.772 -6.869 -0.045  0.0757
49 H -3.737 -4.572 -0.710  0.1154
50 H -3.448 -2.171 -0.630  0.1135
51 H -1.717 -1.735 -2.728  0.1234
52 H -3.362 -0.990 -4.360  0.1139
53 H -5.429 0.284 -4.820  0.0746
54 H -4.614 1.847 -4.924  0.0829
55 H -5.916 1.615 -3.761  0.0761
56 H -4.394 2.310 -1.863  0.1167
57 H -1.778 3.065 1.839  -0.0991
58 H -4.327 5.500 1.605  0.0524
59 H -2.994 6.507 0.992  0.0720
60 H -2.930 5.889 2.648  0.0732
61 H -1.731 3.656 -1.549  0.0837
62 H -0.752 4.092 1.049  -0.1222
63 H -0.428 4.481 -0.874  0.0938
64 H -2.863 -0.006 1.859  0.0815
65 H -3.870 2.413 3.417  0.0839
66 H -2.170 2.273 3.091  0.0318
67 H -2.978 1.009 4.041  0.0728
68 H -5.408 1.697 1.647  0.0772
69 H -5.328 0.046 2.282  0.0765
70 H -4.979 0.363 0.570  0.0578
71 N 7.862 0.710 -0.708  0.1447
72 C 6.727 0.642 -0.539  -0.1905
73 C 5.309 0.543 -0.331  -0.2431
74 C 4.794 0.359 0.948  -0.0329
75 C 3.425 0.261 1.123  -0.1378
76 C 2.500 0.342 0.071  -0.2788
77 C 3.066 0.527 -1.198  -0.1540
78 C 4.430 0.624 -1.410  -0.0243
79 H 5.468 0.290 1.793  0.1168
80 H 3.054 0.095 2.128  0.0618
81 H 2.418 0.593 -2.062  0.0654
82 H 4.826 0.766 -2.407  0.1182
83 N 0.621 0.364 4.715  0.0961
84 C -0.278 -0.663 4.856  -0.0701
85 C -0.578 -1.060 3.592  -0.1370
86 N 0.104 -0.281 2.684  -0.0063
87 C 0.820 0.571 3.402  -0.2268
88 H 1.036 0.901 5.458  0.1634
89 H -0.623 -1.002 5.816  0.1182
90 H -1.272 -1.819 3.269  0.1249
91 H 1.378 1.385 2.970  0.0534
92 Cl 1.279 3.730 1.695  0.2893
93 Si -0.119 2.214 1.041  0.0094
94 Cl 0.330 1.965 -1.235  0.4615
95 Cl -1.605 3.365 0.755  0.0245


> The highest maximum force belongs to which entry?

C36H48AlCl3N4P2Si


> The lowest ΔE to the lowest compared entry with this formula, charge and spin belongs to which entry?

C36H47N7O3PtS3Si


> Which of these has the highest ΔE to the lowest compared entry with this formula, charge and spin?

C36H48AlCl3N4P2Si


> Among the records above, which one has the highest maximum force?

C36H48AlCl3N4P2Si